# C41H50Br2F4MoN7O7P2S

C41H50Br2F4MoN7O7P2S as an isolated structure (ωB97M-V/def2-TZVPD, OMol25).

XYZ file:
```
115
Properties=species:S:1:pos:R:3:mulliken_spin:R:1
Mo -0.401 -1.080 0.983 1.63
C -0.367 -2.689 4.321 0.01
C -1.728 -2.307 3.768 -0.01
N -1.683 -1.047 2.935 -0.02
C -1.561 0.187 3.760 0.00
C -0.137 0.540 4.161 0.01
S 1.103 0.176 2.881 -0.03
C 2.206 -0.974 3.759 0.01
C 1.957 -2.456 3.451 0.00
N 0.555 -2.716 3.205 0.02
H -0.040 -1.973 5.071 0.00
H -0.446 -3.648 4.828 0.00
H -2.092 -3.103 3.129 0.00
H -2.437 -2.166 4.578 0.00
H -2.608 -0.987 2.530 0.02
H -1.990 0.998 3.191 -0.01
H -2.162 0.085 4.661 0.00
H -0.082 1.608 4.361 0.00
H 0.177 0.029 5.064 0.00
H 3.211 -0.695 3.451 0.00
H 2.111 -0.734 4.817 0.00
H 2.487 -2.726 2.541 0.00
H 2.367 -3.052 4.267 0.00
H 0.484 -3.610 2.745 0.00
C -3.977 -0.254 0.625 0.01
C -3.620 -1.698 0.387 0.00
C -4.664 -2.568 0.035 -0.01
C -4.451 -3.897 -0.153 0.01
C -3.148 -4.419 -0.006 -0.01
C -2.793 -5.778 -0.146 0.02
Br -4.103 -7.055 -0.534 0.00
C -1.506 -6.175 0.028 -0.01
C -0.502 -5.223 0.320 0.03
Br 1.259 -5.764 0.659 0.00
C -0.809 -3.911 0.419 0.03
O 0.074 -2.931 0.679 0.13
C -2.139 -3.505 0.298 0.00
N -2.370 -2.145 0.528 -0.06
H -4.668 0.084 -0.146 0.00
H -3.120 0.390 0.603 0.00
H -4.513 -0.134 1.574 0.00
H -5.660 -2.152 -0.072 0.00
H -5.271 -4.556 -0.420 0.00
H -1.245 -7.226 -0.049 0.00
C 1.736 -3.687 -2.294 0.00
C 2.859 -2.734 -1.981 0.00
C 4.010 -2.830 -2.948 0.00
O 2.289 -1.339 -2.095 0.00
P 2.184 -0.302 -0.961 0.01
O 1.554 -0.785 0.343 0.00
C 1.129 0.915 -1.775 0.01
P -0.450 0.119 -2.151 -0.02
O -0.615 -1.020 -1.144 0.03
O -0.482 -0.465 -3.572 0.00
C 0.051 0.061 -4.881 0.00
C 1.249 -0.765 -5.270 0.00
C -1.063 -0.039 -5.888 0.00
O -1.541 1.214 -1.977 0.01
C -2.484 1.671 -3.057 0.00
C -3.017 3.002 -2.624 0.00
C -3.561 0.633 -3.288 0.00
O 3.575 0.223 -0.576 0.00
C 4.601 0.784 -1.512 0.00
C 4.580 2.284 -1.359 0.00
C 5.910 0.157 -1.132 0.00
H 2.070 -4.712 -2.116 0.00
H 1.447 -3.590 -3.347 0.00
H 0.868 -3.479 -1.678 0.00
H 3.207 -2.867 -0.960 0.00
H 3.654 -2.740 -3.978 0.00
H 4.491 -3.806 -2.836 0.00
H 4.763 -2.056 -2.764 0.00
H 1.627 1.251 -2.693 0.00
H 0.942 1.769 -1.127 0.00
H 0.340 1.103 -4.726 0.00
H 0.939 -1.793 -5.490 0.00
H 1.995 -0.786 -4.477 0.00
H 1.700 -0.340 -6.170 0.00
H -1.482 -1.051 -5.879 0.00
H -0.655 0.153 -6.883 0.00
H -1.866 0.678 -5.711 0.00
H -1.887 1.800 -3.953 0.00
H -3.645 2.902 -1.735 0.00
H -3.627 3.418 -3.429 0.00
H -2.205 3.708 -2.413 0.00
H -3.163 -0.382 -3.255 0.00
H -4.010 0.787 -4.271 0.00
H -4.357 0.730 -2.540 0.00
H 4.319 0.496 -2.523 0.00
H 4.802 2.558 -0.323 0.00
H 3.606 2.709 -1.635 0.00
H 5.343 2.727 -2.004 0.00
H 6.160 0.411 -0.096 0.00
H 6.698 0.542 -1.782 0.00
H 5.879 -0.930 -1.228 0.00
F 1.187 3.126 1.357 0.00
C 0.588 4.195 1.820 -0.01
C 1.318 5.093 2.493 0.03
F 2.578 4.845 2.671 0.01
C 0.726 6.300 3.019 -0.05
C -0.659 6.498 2.692 0.05
C -1.383 5.583 2.025 -0.03
F -2.651 5.821 1.809 0.00
C -0.821 4.339 1.601 0.00
C -1.625 3.303 1.120 -0.08
C -1.223 1.938 0.977 0.21
N -0.928 0.841 0.974 -0.13
C -3.037 3.453 0.850 0.02
N -4.178 3.433 0.639 -0.04
F -1.258 7.575 3.093 0.01
C 1.415 7.191 3.820 0.09
C 0.819 8.390 4.341 -0.01
N 0.379 9.346 4.821 0.07
C 2.763 6.948 4.277 -0.02
N 3.823 6.729 4.682 0.07
```

Computed properties:
Expectation value of S²: 2.130
Net charge: +3
HOMO energy (spin up / spin down), eV: -14.7599 / -14.9149
Gap between HOMO and LUMO (spin up / spin down), Ha: 0.172 / 0.183
2S+1: 3

=====

# C41H51BN6O2S2Si4Ti

C41H51BN6O2S2Si4Ti as an isolated structure (ωB97M-V/def2-TZVPD, OMol25).

XYZ file:
```
108
Properties=species:S:1:pos:R:3:mulliken_spin:R:1
Ti 0.280 -1.448 0.540 0.10
C -1.628 -4.063 3.419 -0.09
C -1.287 -3.420 2.245 0.22
N -0.316 -2.484 2.183 0.08
C 0.348 -2.154 3.335 0.05
C 0.033 -2.747 4.584 -0.11
C -0.975 -3.743 4.601 0.39
C 0.709 -2.305 5.738 0.06
C 1.628 -1.279 5.647 -0.04
C 1.967 -0.714 4.422 0.07
C 1.396 -1.185 3.231 0.02
N 1.679 -0.828 1.937 -0.03
C 2.860 -0.406 1.420 0.01
C 4.017 0.001 2.101 0.02
C 5.226 0.175 1.432 -0.02
C 5.349 -0.070 0.083 0.02
C 4.211 -0.447 -0.655 -0.01
C 4.262 -0.784 -2.025 0.04
C 3.098 -1.099 -2.682 -0.04
C 1.888 -1.077 -1.995 0.09
N 1.806 -0.827 -0.689 -0.01
C 2.949 -0.534 -0.012 -0.01
H -2.425 -4.796 3.410 0.00
H -1.806 -3.642 1.322 0.06
H -1.229 -4.225 5.538 0.03
H 0.465 -2.756 6.694 0.00
H 2.101 -0.906 6.549 0.00
H 2.645 0.126 4.410 0.04
H 4.002 0.133 3.169 0.00
H 6.096 0.491 1.997 0.00
H 6.307 0.008 -0.418 0.00
H 5.217 -0.777 -2.535 0.00
H 3.110 -1.356 -3.732 -0.01
H 0.953 -1.247 -2.510 0.03
C -5.043 -3.465 0.029 0.00
S -4.469 -2.566 -1.441 0.00
C -2.857 -2.073 -0.757 0.04
S -2.813 -0.973 0.527 0.02
N -1.888 -2.704 -1.325 -0.03
N -0.617 -2.541 -0.817 0.16
C 0.179 -3.514 -1.324 0.27
C 1.356 -3.885 -0.685 0.13
C 2.159 -4.978 -1.117 0.09
C 3.244 -5.353 -0.380 -0.01
C 3.560 -4.638 0.792 0.17
C 2.751 -3.577 1.146 -0.04
N 1.685 -3.189 0.457 0.12
H -6.077 -3.759 -0.150 0.00
H -4.975 -2.803 0.891 0.00
H -4.421 -4.347 0.182 0.00
H -0.217 -4.097 -2.147 0.00
H 1.864 -5.506 -2.015 0.00
H 3.858 -6.194 -0.680 0.00
H 4.409 -4.908 1.404 0.01
H 2.974 -3.013 2.046 0.01
O 0.317 1.767 1.663 0.02
B -0.228 0.473 1.417 -0.05
O -1.106 0.220 2.526 0.01
C -1.072 1.289 3.351 0.00
C -1.776 1.515 4.513 0.00
C -1.576 2.739 5.152 0.00
C -0.697 3.682 4.635 0.00
C 0.012 3.445 3.456 0.00
C -0.197 2.239 2.824 0.00
H -2.465 0.772 4.894 0.00
H -2.120 2.958 6.063 0.00
H -0.561 4.622 5.156 0.00
H 0.687 4.186 3.049 0.00
C -2.754 4.434 -1.896 0.00
Si -1.758 3.260 -0.742 0.01
C -0.422 4.441 -0.049 0.00
C -3.017 2.883 0.636 0.00
Si -0.843 1.349 -1.772 0.04
Si -2.488 0.881 -3.410 0.02
C -2.535 2.177 -4.831 0.00
C -2.208 -0.750 -4.354 0.00
C -4.275 0.920 -2.755 0.00
Si 0.819 2.373 -3.113 0.03
C 0.454 4.124 -3.822 0.01
C 2.453 2.634 -2.167 -0.01
C 1.287 1.414 -4.705 0.00
H -3.115 5.327 -1.375 0.00
H -3.622 3.913 -2.311 0.00
H -2.136 4.762 -2.737 0.00
H -0.824 5.127 0.703 0.00
H 0.008 5.041 -0.856 0.00
H 0.392 3.877 0.411 0.00
H -3.103 3.687 1.373 0.00
H -2.750 1.968 1.170 0.00
H -4.005 2.708 0.201 0.00
H -1.607 2.154 -5.409 0.00
H -2.637 3.182 -4.415 0.00
H -3.369 2.011 -5.523 0.00
H -1.239 -0.728 -4.864 0.00
H -2.982 -0.921 -5.109 0.00
H -2.208 -1.603 -3.673 0.00
H -4.668 1.941 -2.756 0.00
H -4.309 0.551 -1.727 0.00
H -4.947 0.291 -3.346 0.00
H 0.327 4.848 -3.012 0.00
H -0.477 4.112 -4.395 0.00
H 1.251 4.491 -4.478 0.00
H 2.262 3.110 -1.201 0.00
H 3.163 3.260 -2.716 0.00
H 2.938 1.678 -1.961 0.00
H 0.526 1.556 -5.477 0.00
H 1.356 0.340 -4.512 0.00
H 2.248 1.739 -5.115 0.00
```

Computed properties:
Expectation value of S²: 2.055
Net charge: -2
HOMO energy (spin up / spin down), eV: -0.0133 / -0.8539
Gap between HOMO and LUMO (spin up / spin down), Ha: 0.152 / 0.170
2S+1: 3
Relative energy (zero: lowest compared OMol25 entry of this formula, charge and spin), eV: 2.747

=====

# C41H51CoNO12P4S3

C41H51CoNO12P4S3 as an isolated structure (ωB97M-V/def2-TZVPD, OMol25).

XYZ file:
```
113
Properties=species:S:1:pos:R:3:mulliken_spin:R:1
Co 0.862 -3.091 1.021 2.66
C 1.610 -4.959 -2.544 0.00
C 0.554 -5.590 -1.705 0.00
O -0.128 -6.507 -2.479 0.00
P -0.861 -4.306 -1.255 0.01
O -1.775 -5.074 -0.383 0.00
O -1.564 -3.908 -2.666 0.00
O -0.223 -3.032 -0.680 0.04
P 1.125 -6.143 -0.013 0.01
O 2.312 -7.153 -0.123 0.00
O -0.013 -7.059 0.614 0.00
O 1.632 -4.906 0.662 0.03
H 1.077 -4.450 -3.391 0.00
H 2.243 -5.711 -3.069 0.00
H 2.248 -4.228 -2.034 0.00
H -0.634 -7.195 -1.967 0.00
H -0.973 -6.642 0.552 0.00
H -2.363 -4.523 -2.684 0.00
H 3.202 -6.650 -0.157 0.00
O 3.214 0.380 1.138 0.00
C 2.719 -0.650 0.691 0.00
O 2.038 -1.521 1.411 0.09
C 2.812 -0.914 -0.870 0.01
P 1.843 0.398 -1.897 0.00
C 2.469 -0.273 -3.447 0.00
C 3.632 0.205 -3.993 0.00
C 3.956 -0.150 -5.327 0.00
C 3.114 -1.004 -6.026 0.00
C 1.854 -1.356 -5.466 0.00
C 1.565 -1.105 -4.168 0.00
C 2.541 2.133 -1.977 0.00
C 3.598 2.610 -1.202 0.00
C 4.115 3.884 -1.396 0.00
C 3.414 4.742 -2.246 0.00
C 2.266 4.331 -2.923 0.00
C 1.865 2.994 -2.847 0.00
H 2.324 -1.817 -1.161 0.01
H 3.835 -0.962 -1.243 0.00
H 4.296 0.844 -3.372 0.00
H 4.865 0.279 -5.751 0.00
H 3.420 -1.345 -7.001 0.00
H 1.157 -1.892 -6.146 0.00
H 0.708 -1.501 -3.685 0.00
H 3.958 1.908 -0.443 0.00
H 4.941 4.296 -0.798 0.00
H 3.725 5.817 -2.261 0.00
H 1.754 5.018 -3.583 0.00
H 0.975 2.666 -3.337 0.00
C -4.700 1.716 -1.815 0.00
C -5.246 3.077 -2.017 0.00
C -5.705 3.809 -0.801 0.00
O -4.275 3.961 -2.694 0.00
P -2.624 3.718 -2.666 0.00
S -2.111 2.323 -3.934 0.00
S -2.109 3.508 -0.770 0.00
O -2.148 5.070 -3.356 0.00
C -2.436 6.464 -2.884 0.00
C -3.249 7.107 -3.960 0.00
C -3.161 6.599 -1.494 0.00
H -5.559 0.972 -1.719 0.00
H -4.208 1.671 -0.797 0.00
H -4.071 1.335 -2.639 0.00
H -6.112 3.016 -2.677 0.00
H -4.873 3.826 -0.088 0.00
H -6.581 3.395 -0.283 0.00
H -5.961 4.853 -1.054 0.00
H -1.415 6.895 -2.755 0.00
H -4.166 6.502 -4.077 0.00
H -2.791 7.335 -4.946 0.00
H -3.651 8.019 -3.568 0.00
H -4.247 6.610 -1.634 0.00
H -2.828 7.519 -1.075 0.00
H -2.795 5.659 -0.859 0.00
C 1.544 4.207 1.750 0.00
S 0.256 3.097 2.478 0.00
O -0.941 3.878 2.853 0.00
C 1.087 2.399 3.905 0.00
C 2.060 1.400 3.777 0.00
C 2.666 0.902 4.885 0.00
C 2.267 1.255 6.217 0.00
C 1.176 2.140 6.302 0.00
C 0.665 2.752 5.176 0.00
H 1.184 4.449 0.761 0.00
H 2.455 3.609 1.622 0.00
H 1.688 5.125 2.349 0.00
H 2.301 1.097 2.748 0.00
H 3.471 0.183 4.786 0.00
H 2.869 0.786 7.050 0.00
H 0.788 2.497 7.244 0.00
H -0.080 3.546 5.202 0.00
C 0.698 -6.787 5.031 0.01
C 1.702 -5.831 4.821 -0.01
C 1.466 -4.779 3.894 0.02
C 0.184 -4.599 3.351 -0.01
C -0.796 -5.524 3.686 0.01
C -0.524 -6.632 4.472 -0.01
N -0.096 -3.522 2.573 0.06
C -1.189 -2.717 2.907 0.00
C -1.962 -2.792 4.080 0.02
C -2.823 -1.787 4.465 -0.01
C -2.998 -0.665 3.686 0.02
C -2.320 -0.579 2.421 -0.01
C -1.499 -1.611 2.043 0.06
H 0.886 -7.602 5.730 0.00
H 2.654 -6.069 5.296 0.00
H 2.285 -4.175 3.601 0.00
H -1.866 -5.353 3.380 0.00
H -1.300 -7.330 4.785 0.00
H -1.776 -3.642 4.741 0.00
H -3.554 -1.896 5.260 0.00
H -3.628 0.123 4.035 0.00
H -2.371 0.235 1.668 0.00
H -0.907 -1.636 1.156 -0.03
```

Computed properties:
Expectation value of S²: 3.757
Net charge: -2
HOMO energy (spin up / spin down), eV: -2.1242 / -2.1242
Gap between HOMO and LUMO (spin up / spin down), Ha: 0.204 / 0.204
2S+1: 4
Relative energy (zero: lowest compared OMol25 entry of this formula, charge and spin), eV: 0.000

=====

# C41H51N10OP2PdS2Se2

C41H51N10OP2PdS2Se2 as an isolated structure (ωB97M-V/def2-TZVPD, OMol25).

XYZ file:
```
110
Properties=species:S:1:pos:R:3:lowdin_charge:R:1
Pd -0.963 -0.154 -2.288 0.39
Se -0.401 1.569 4.193 0.40
P 0.222 -0.363 3.559 0.61
C 2.014 -0.587 3.775 -0.32
C 2.567 -1.860 3.934 -0.07
C 3.919 -2.006 4.205 -0.08
C 4.736 -0.889 4.304 -0.07
C 4.195 0.380 4.151 -0.06
C 2.836 0.531 3.906 -0.12
C -0.557 -1.731 4.442 -0.36
C -1.097 -1.499 5.699 -0.09
C -1.643 -2.551 6.423 -0.06
C -1.649 -3.831 5.891 -0.07
C -1.121 -4.064 4.625 -0.07
C -0.581 -3.016 3.898 -0.11
C -0.247 -0.679 1.834 -0.41
C 0.270 -0.399 0.583 -0.43
N -0.732 -0.652 -0.298 -0.18
N -1.798 -1.061 0.369 0.00
N -1.529 -1.077 1.654 0.04
P 1.875 -0.171 -0.132 0.68
Se 1.645 -0.288 -2.275 0.47
C 2.926 -1.513 0.446 -0.34
C 2.370 -2.794 0.475 -0.10
C 3.151 -3.876 0.844 -0.07
C 4.493 -3.688 1.166 -0.07
C 5.044 -2.417 1.134 -0.07
C 4.260 -1.323 0.787 -0.07
C 2.589 1.388 0.395 -0.35
C 2.001 2.118 1.421 -0.15
C 2.548 3.335 1.807 -0.07
C 3.680 3.819 1.169 -0.06
C 4.269 3.092 0.138 -0.06
C 3.723 1.882 -0.257 -0.10
H 1.946 -2.743 3.878 0.10
H 4.331 -2.997 4.349 0.11
H 5.792 -1.007 4.518 0.11
H 4.821 1.258 4.255 0.11
H 2.398 1.519 3.859 0.04
H -1.095 -0.493 6.103 0.07
H -2.069 -2.367 7.401 0.11
H -2.073 -4.650 6.459 0.11
H -1.141 -5.061 4.204 0.11
H -0.199 -3.192 2.898 0.10
H 1.330 -2.943 0.204 0.09
H 2.719 -4.869 0.873 0.11
H 5.104 -4.535 1.451 0.11
H 6.085 -2.270 1.390 0.12
H 4.695 -0.332 0.788 0.10
H 1.120 1.740 1.926 0.01
H 2.087 3.900 2.610 0.12
H 4.107 4.767 1.472 0.11
H 5.153 3.473 -0.359 0.11
H 4.160 1.334 -1.083 0.10
C -5.365 -2.911 -2.383 0.01
N -3.956 -3.289 -2.256 -0.03
C -3.576 -4.553 -1.950 -0.04
C -2.279 -4.902 -1.829 0.00
C -1.327 -3.862 -2.042 -0.37
N -1.685 -2.636 -2.336 0.14
C -2.999 -2.297 -2.451 -0.53
O -3.345 -1.152 -2.717 -0.05
N 0.002 -4.096 -1.923 0.17
H -5.969 -3.812 -2.335 0.09
H -5.523 -2.405 -3.331 0.10
H -5.643 -2.230 -1.582 0.10
H -4.378 -5.265 -1.810 0.13
H -1.990 -5.913 -1.585 0.11
H 0.349 -5.037 -1.888 0.11
H 0.627 -3.362 -2.224 0.08
C 1.684 1.252 -5.546 -0.09
N 0.603 2.100 -5.048 -0.19
C 1.068 3.297 -4.340 -0.04
C -0.643 1.611 -4.873 -0.67
S -0.927 -0.104 -4.681 0.65
N -1.677 2.450 -4.878 -0.17
C -1.626 3.789 -5.476 -0.02
C -3.048 1.961 -4.684 -0.10
H 2.403 1.904 -6.042 0.10
H 1.306 0.534 -6.266 0.08
H 2.191 0.719 -4.745 0.01
H 1.873 2.998 -3.666 0.09
H 0.270 3.717 -3.740 0.05
H 1.443 4.057 -5.026 0.10
H -0.728 3.907 -6.073 0.09
H -1.673 4.575 -4.722 0.10
H -2.491 3.890 -6.130 0.10
H -3.085 1.164 -3.956 -0.01
H -3.437 1.586 -5.633 0.10
H -3.656 2.794 -4.338 0.09
C -4.981 2.008 1.626 -0.08
C -3.760 1.106 1.541 -0.28
N -2.531 1.866 1.302 0.01
C -1.961 2.103 0.123 -0.75
S -2.679 1.596 -1.343 0.72
N -0.780 2.754 0.173 0.01
C -0.101 3.343 -0.975 -0.27
C -0.707 4.666 -1.419 -0.08
H -5.873 1.410 1.824 0.08
H -5.126 2.542 0.685 0.07
H -4.880 2.740 2.431 0.07
H -3.864 0.382 0.739 0.07
H -3.601 0.557 2.469 0.11
H -1.998 2.108 2.131 0.03
H -0.490 3.080 1.084 0.12
H -0.121 2.616 -1.782 0.05
H 0.940 3.479 -0.683 0.11
H -1.733 4.521 -1.765 0.06
H -0.117 5.101 -2.231 0.06
H -0.717 5.388 -0.599 0.08
```

Computed properties:
Net charge: +1
HOMO energy (spin up / spin down), eV: -9.7855 / -9.7847
Gap between HOMO and LUMO (spin up / spin down), Ha: 0.243 / 0.243
Relative energy (zero: lowest compared OMol25 entry of this formula, charge and spin), eV: 0.551

=====

Result set for strongest force on any atom: 0.0693; 0.0539; 0.0626; 0.0298 Eh/bohr, one per record in the order listed.